{
  "formula": "C10H17Cl2GaN",
  "method": "ωB97M-V with the def2-TZVPD basis set",
  "homo_lumo_gap_ev": 4.529,
  "e_homo_ev": -1.8,
  "de_lowest_kcal_mol": 0.00,
  "charge": -1,
  "e_lumo_ev": 2.68,
  "e_tot_ev": -89558.21268,
  "species": ["Ga", "Cl", "Cl", "N", "C", "C", "C", "C", "C", "C", "C", "C", "C", "C", "H", "H", "H", "H", "H", "H", "H", "H", "H", "H", "H", "H", "H", "H", "H", "H", "H"],
  "xyz": [[-1.24136, 0.15689, 0.57359], [-3.09487, -1.10610, 0.38776], [-0.43783, 1.10347, 2.37086], [-0.30623, -1.59995, 1.06029], [1.82119, 0.57655, -1.49145], [0.37389, 2.88360, -0.46033], [1.64020, 3.14941, -1.25559], [-0.29301, -2.67562, 1.50183], [-0.36289, -3.98539, 2.11686], [-0.41909, 1.72659, -1.13922], [-1.75177, -4.63555, 1.95374], [0.35452, 0.53130, -1.21487], [-1.86390, 1.58767, -0.44805], [2.55264, 1.92149, -1.17776], [-0.64732, 2.05903, -2.16744], [2.95129, 1.85823, -0.14924], [-1.91195, -4.92039, 0.91015], [-0.16012, -0.39107, -1.55510], [2.16061, 4.02715, -0.86647], [0.61693, 2.60256, 0.57323], [-1.82964, -5.53636, 2.56423], [-2.54864, -3.94818, 2.25693], [2.34171, -0.22824, -0.94121], [-2.59897, 1.31203, -1.20673], [1.96480, 0.35909, -2.56786], [-0.26697, 3.76824, -0.41243], [1.37623, 3.35978, -2.30043], [0.40823, -4.62356, 1.66314], [-0.10800, -3.85805, 3.18078], [-2.13027, 2.49439, 0.10353], [3.41059, 2.03101, -1.86275]],
  "forces_ev_per_a": [[1.4, -0.1, -0.5], [-0.9, -1.1, 0.3], [0.2, 0.1, 1.6], [0.4, -3.6, 1.5], [0.4, 0.0, -0.4], [-0.4, -0.5, -0.4], [0.1, -0.3, 0.1], [0.0, 2.4, -1.0], [0.1, -0.6, 0.3], [-2.1, 3.4, -0.8], [-0.1, 0.2, -0.1], [-0.6, -3.0, 2.8], [1.2, 1.3, -1.8], [-0.1, -0.5, 0.2], [-0.1, 0.9, -0.4], [-0.1, 0.1, -0.3], [-0.1, 0.2, 0.2], [0.3, 0.6, -0.7], [0.1, 0.1, 0.0], [0.0, 0.0, -0.3], [0.2, 0.0, 0.0], [0.2, -0.1, -0.2], [0.0, 0.1, -0.3], [-0.1, 0.2, 0.2], [0.4, 0.1, 0.0], [0.0, 0.1, -0.1], [0.0, 0.0, 0.0], [-0.1, 0.2, 0.2], [-0.1, 0.0, -0.3], [-0.1, -0.1, -0.2], [-0.2, 0.0, 0.3]],
  "lowdin_charge": [-0.370, 0.066, 0.149, 0.130, -0.245, -0.211, -0.231, -0.123, -0.206, -0.523, -0.093, -0.291, -0.268, -0.211, 0.106, 0.102, 0.080, 0.068, 0.091, 0.055, 0.067, 0.074, 0.088, 0.033, 0.083, 0.102, 0.103, 0.118, 0.124, 0.044, 0.090]
}

=====

{
  "formula": "C10H17Cl4N3",
  "method": "ωB97M-V with the def2-TZVPD basis set",
  "homo_lumo_gap_ev": 11.202,
  "e_homo_ev": -11.1,
  "de_lowest_kcal_mol": 0.00,
  "charge": 0,
  "e_lumo_ev": 0.14,
  "e_tot_ev": -65204.60664,
  "smiles": "ClCCCl.ClCCCl.CC#N.CC#N.CC#N",
  "species": ["Cl", "Cl", "Cl", "Cl", "N", "N", "N", "C", "C", "C", "C", "C", "C", "C", "C", "C", "C", "H", "H", "H", "H", "H", "H", "H", "H", "H", "H", "H", "H", "H", "H", "H", "H", "H"],
  "xyz": [[4.18766, 1.64814, 0.19915], [-2.77259, 0.01271, 0.76638], [7.43122, -0.47353, 2.09948], [-1.75076, -2.87949, -2.32994], [4.83646, -2.40490, -6.54396], [0.87187, 3.16264, 4.47792], [-9.86316, -2.01607, -0.40171], [4.57080, -2.68322, -5.46594], [4.13698, -3.06650, -4.12224], [-9.00072, -0.09827, 1.18590], [-2.32684, -2.10555, -0.80561], [6.48981, 0.32509, 0.81758], [-1.88935, -0.64110, -0.60919], [-0.32214, 4.83813, 2.80612], [-9.50175, -1.17448, 0.27265], [5.15460, 0.74315, 1.40465], [0.36341, 3.89162, 3.71992], [-9.01636, 0.82292, 0.60341], [-1.97005, -0.00251, -1.48885], [0.08963, 4.65097, 1.81439], [-3.41328, -2.19303, -0.81507], [3.05937, -3.04255, -3.96008], [5.26081, 1.35335, 2.30158], [-1.39611, 4.65867, 2.85591], [4.65342, -2.36352, -3.46862], [-9.66189, 0.11333, 2.02625], [-7.98762, -0.25399, 1.55665], [-0.85275, -0.61929, -0.27290], [7.08826, 1.20854, 0.59516], [6.44967, -0.30468, -0.07117], [-2.00014, -2.75657, 0.00528], [4.57507, -0.16483, 1.57146], [-0.07253, 5.84442, 3.14254], [4.57916, -4.02959, -3.86720]],
  "forces_ev_per_a": [[0.2, 0.2, -0.1], [-0.5, 0.3, 0.3], [0.0, -0.4, 0.1], [0.1, 0.5, 0.3], [0.3, 0.2, -0.2], [-1.0, 1.5, -1.7], [-0.4, -0.8, -0.8], [-0.9, -0.4, 0.1], [1.1, 0.3, 0.2], [-0.5, 0.2, -0.8], [-0.5, 0.0, -0.1], [0.5, 1.1, 0.2], [1.0, -1.1, -0.1], [0.8, -0.7, 0.6], [1.0, 1.5, 2.0], [-0.3, -0.8, -0.6], [0.6, -1.2, 1.5], [0.2, 0.0, -0.1], [-0.4, -0.2, 0.1], [-0.3, 0.2, -0.1], [0.1, 0.2, -0.2], [0.2, 0.0, -0.2], [0.0, -0.2, -0.2], [0.1, 0.1, -0.2], [-0.4, 0.1, 0.3], [-0.1, -0.5, 0.0], [-0.1, -0.3, -0.2], [0.1, 0.0, -0.3], [-0.2, 0.0, -0.3], [-0.3, 0.0, 0.3], [0.3, 0.3, 0.0], [0.0, 0.2, 0.5], [-0.2, 0.0, -0.2], [-0.3, -0.2, -0.1]],
  "lowdin_charge": [0.523, 0.560, 0.549, 0.511, 0.124, 0.112, 0.119, -0.291, -0.072, -0.070, -0.662, -0.674, -0.667, -0.069, -0.272, -0.670, -0.277, 0.072, 0.073, 0.078, 0.056, 0.084, 0.073, 0.080, 0.075, 0.075, 0.076, 0.062, 0.062, 0.072, 0.066, 0.064, 0.079, 0.080]
}

=====

{
  "formula": "C10H17ClINOPZr",
  "method": "ωB97M-V with the def2-TZVPD basis set",
  "homo_lumo_gap_ev": 6.343,
  "e_homo_ev": -20.2,
  "de_lowest_kcal_mol": 0.00,
  "charge": 3,
  "e_lumo_ev": -13.88,
  "e_tot_ev": -45344.58451,
  "species": ["I", "Zr", "Cl", "P", "O", "N", "C", "C", "C", "C", "C", "C", "C", "C", "C", "C", "H", "H", "H", "H", "H", "H", "H", "H", "H", "H", "H", "H", "H", "H", "H", "H", "H"],
  "xyz": [[2.35658, 1.29187, -0.23030], [-0.88648, 0.03472, 0.02920], [-2.03959, -1.97333, -0.22095], [-0.73310, 0.53225, -2.56375], [4.01586, 0.12560, 3.66984], [-0.43665, 0.15763, 2.23844], [-0.87777, -1.22888, 4.15603], [0.54144, 0.78320, 2.96744], [0.17515, -0.67879, 4.86400], [3.36353, -0.37312, 2.86260], [0.87301, 0.34790, 4.23809], [0.43240, 0.81690, -3.97464], [-1.74102, -0.86463, -3.28405], [-1.82709, 1.89670, -3.17527], [-1.16545, -0.83209, 2.85477], [2.01335, -0.72429, -0.30463], [0.51530, -1.03901, 5.83682], [-1.31161, 2.82382, -2.89850], [3.10849, -0.93359, -0.56387], [-1.94135, -0.67814, -4.35853], [-0.12634, 0.68980, -4.93309], [1.72075, 0.81179, 4.73188], [-2.81189, 1.82457, -2.70368], [1.26014, 0.09285, -3.96775], [-1.18204, -1.80442, -3.14569], [-1.99466, -1.26795, 2.25254], [-2.67998, -0.93673, -2.70124], [0.85272, 1.83711, -3.96448], [1.55863, -1.07904, 0.66152], [1.03807, 1.60260, 2.42587], [-1.49178, -1.97496, 4.62097], [-1.90052, 1.81325, -4.26925], [1.32189, -1.09358, -1.15036]],
  "forces_ev_per_a": [[-1.4, 2.2, 0.0], [0.6, -1.3, 1.3], [1.0, 1.5, 0.1], [-1.2, 0.4, -3.9], [-2.0, -1.6, -2.5], [0.0, 0.0, -0.8], [-0.8, -0.3, -0.5], [-0.1, 0.0, -0.5], [0.5, 0.3, -0.5], [2.4, 1.5, 2.4], [0.4, 0.8, -0.2], [1.5, -0.3, 0.1], [0.1, -0.6, 0.9], [-0.1, 0.5, 1.4], [-0.1, 0.0, 0.2], [-0.5, -1.7, -0.7], [-0.4, 0.1, -0.2], [-0.5, 0.1, -0.2], [-1.9, -1.4, 0.7], [0.2, 0.1, 0.7], [0.1, 0.0, 1.0], [-0.2, 0.1, 0.0], [0.0, 0.3, -0.2], [-0.2, 0.3, -0.1], [-0.3, 0.2, -0.3], [0.7, 0.2, 0.9], [0.3, 0.0, -0.6], [-0.2, -0.4, 0.2], [1.4, -0.1, -0.5], [-0.1, -0.5, 0.7], [-0.2, -0.4, 0.0], [0.0, -0.1, 0.5], [1.1, 0.6, 0.6]],
  "lowdin_charge": [1.049, 1.418, 0.268, 0.675, 0.086, -0.175, 0.019, -0.134, 0.061, 0.033, -0.030, -0.222, -0.275, -0.230, -0.121, -0.677, 0.161, 0.066, 0.057, 0.089, 0.092, 0.130, 0.061, 0.063, 0.052, 0.071, 0.027, 0.077, -0.006, 0.077, 0.139, 0.085, 0.014]
}

=====

{
  "formula": "C10H17CuNO5",
  "method": "ωB97M-V with the def2-TZVPD basis set",
  "homo_lumo_gap_ev": 7.779,
  "e_homo_ev": -11.3,
  "charge": 1,
  "e_lumo_ev": -3.55,
  "e_tot_ev": -67006.13566,
  "species": ["Cu", "O", "O", "O", "O", "O", "N", "C", "C", "C", "C", "C", "C", "C", "C", "C", "C", "H", "H", "H", "H", "H", "H", "H", "H", "H", "H", "H", "H", "H", "H", "H", "H", "H"],
  "xyz": [[0.67140, 0.67957, 0.18990], [-3.53118, -0.51221, 0.62303], [1.18490, 2.57947, 0.14303], [0.37580, -1.11643, -0.69397], [1.91265, 0.57277, 1.78721], [-1.47198, 0.27331, 0.99906], [-1.93439, -1.24695, -0.76572], [-3.12885, -1.96600, -1.21334], [-4.19367, -1.39668, -0.32693], [-0.53139, -2.48335, -2.34985], [-2.22995, -0.43909, 0.34453], [-0.65793, -1.56676, -1.23720], [0.67213, -3.00620, -2.64640], [1.85092, 2.60056, -1.15295], [1.22113, 0.29597, 3.03779], [2.78129, 1.76237, 1.82714], [2.03477, 2.97753, 1.28860], [0.72585, -0.66697, 2.90417], [1.55426, -2.72585, -2.07564], [-1.42024, -2.73558, -2.93322], [3.11262, 1.90873, 2.86183], [-2.99247, -3.04284, -1.05424], [0.47537, 1.07748, 3.25666], [1.07713, 2.81733, -1.89409], [-3.30307, -1.77117, -2.27553], [1.33602, 3.35829, 2.04190], [0.78747, -3.72843, -3.45672], [3.63100, 1.51414, 1.18018], [2.72076, 3.77504, 0.97027], [2.27868, 1.60479, -1.35974], [-4.70988, -2.18460, 0.22802], [2.64578, 3.36444, -1.17992], [1.97160, 0.24510, 3.84099], [-4.91650, -0.81779, -0.90886]],
  "forces_ev_per_a": [[-1.1, -1.1, -0.2], [0.1, -0.6, -0.7], [1.2, 1.2, 0.2], [-1.5, -0.1, -0.6], [0.8, 0.8, 1.1], [-0.9, -1.3, -1.3], [0.7, -0.2, -0.2], [0.9, -0.5, -0.5], [-1.0, 0.3, 0.5], [0.2, -0.9, -1.0], [1.0, 1.3, 1.1], [1.2, 1.3, 1.8], [-0.6, 0.1, 0.0], [0.1, 0.0, 0.2], [0.4, 0.4, -0.2], [-0.5, -1.0, -0.3], [-0.8, -0.4, -0.5], [0.1, 0.2, 0.1], [-0.2, -0.1, -0.1], [0.4, 0.0, 0.2], [0.1, 0.1, -0.3], [-0.1, 0.2, -0.1], [0.2, -0.3, -0.1], [0.2, 0.0, 0.1], [-0.1, -0.1, 0.2], [0.1, 0.0, -0.3], [-0.1, 0.3, 0.2], [-0.1, 0.0, 0.2], [-0.2, -0.2, 0.1], [0.1, 0.4, 0.0], [0.0, 0.3, 0.0], [-0.4, -0.2, 0.0], [-0.3, -0.1, -0.2], [0.1, 0.0, 0.4]],
  "lowdin_charge": [0.399, 0.095, -0.255, 0.027, -0.262, 0.114, 0.088, -0.099, -0.079, -0.061, -0.427, -0.337, 0.123, -0.049, -0.038, -0.124, -0.111, 0.099, 0.088, 0.108, 0.135, 0.144, 0.105, 0.104, 0.137, 0.137, 0.088, 0.137, 0.135, 0.095, 0.140, 0.105, 0.101, 0.140]
}

=====

{
  "formula": "C10H17F2N2O",
  "method": "ωB97M-V with the def2-TZVPD basis set",
  "homo_lumo_gap_ev": 8.090,
  "e_homo_ev": -12.6,
  "de_lowest_kcal_mol": 0.00,
  "charge": 1,
  "e_lumo_ev": -4.52,
  "e_tot_ev": -21098.57604,
  "smiles": "OC=[N+]=C[C@@H]1C[C@](F)(CCCF)CCN1",
  "species": ["F", "F", "O", "N", "N", "C", "C", "C", "C", "C", "C", "C", "C", "C", "C", "H", "H", "H", "H", "H", "H", "H", "H", "H", "H", "H", "H", "H", "H", "H", "H", "H"],
  "xyz": [[-1.48653, -1.16778, -1.36255], [-0.56416, 2.50605, 1.14611], [3.93809, 2.18814, -3.05375], [2.92328, 0.98103, -1.35708], [1.23886, -2.05306, -0.03099], [-1.27789, -0.56157, -0.07164], [-1.76201, 2.29922, 1.83620], [0.09944, 0.13057, -0.18744], [-2.48134, 0.94766, 1.60177], [-0.01937, -2.74624, 0.44044], [1.01231, -0.92934, -0.84921], [-2.47261, 0.32723, 0.20645], [-1.09601, -1.73004, 0.89914], [2.42509, -0.22738, -1.18558], [3.70743, 1.91122, -1.81700], [0.44034, 0.23593, 0.78412], [-0.33063, -3.52438, -0.33271], [1.90168, -2.65404, -0.41551], [-3.39433, -0.22144, 0.21302], [-0.15274, 0.98756, -0.68486], [0.30095, -3.22781, 1.25894], [-2.39790, 3.21959, 1.51197], [-3.40015, 1.17803, 1.92429], [-2.15605, 0.17323, 2.34045], [-1.95783, -2.34160, 0.91837], [3.17040, -0.92589, -1.12831], [0.48488, -1.08892, -1.83892], [4.19210, 2.65864, -1.20461], [3.58852, 1.45045, -3.65471], [-0.72615, -1.32197, 1.81174], [-2.32534, 1.09834, -0.57220], [-1.42231, 2.42854, 2.85406]],
  "forces_ev_per_a": [[-0.6, 0.5, 0.5], [0.3, -0.5, -0.7], [-0.7, -1.9, -2.0], [-1.0, -1.2, -0.6], [-1.5, 1.1, 1.3], [0.6, -1.9, 0.2], [-0.6, 1.6, -0.6], [-1.5, -3.7, -0.1], [4.4, -0.3, 0.2], [0.2, 1.6, -3.8], [0.3, 3.8, -2.2], [1.3, 1.1, 0.2], [1.3, -0.5, -2.0], [-1.0, 2.6, 0.3], [-1.2, -1.0, 1.3], [0.8, 1.0, 1.9], [-0.1, 1.2, 0.9], [1.0, -1.5, -0.7], [-0.4, -0.4, -1.0], [0.6, 2.4, -1.5], [0.9, -2.1, 3.0], [0.7, -1.8, 0.7], [-3.9, 0.6, 0.8], [0.1, 0.7, -0.5], [-1.3, -0.2, 0.8], [2.2, -2.0, 0.0], [1.1, -0.2, 0.4], [-0.2, -0.2, 0.8], [0.5, 1.5, 0.8], [-0.3, 0.0, 1.0], [-1.1, -0.1, 0.2], [-0.7, -0.1, 0.5]],
  "lowdin_charge": [-0.026, -0.090, 0.157, 0.199, -0.004, -0.428, -0.161, -0.056, -0.143, -0.116, -0.278, -0.086, -0.077, 0.142, -0.155, 0.110, 0.150, 0.096, 0.127, 0.095, 0.072, 0.151, 0.068, 0.126, 0.122, 0.106, 0.171, 0.168, 0.192, 0.116, 0.141, 0.110]
}

=====

{
  "formula": "C10H17FNO6S",
  "method": "ωB97M-V with the def2-TZVPD basis set",
  "homo_lumo_gap_ev": 5.781,
  "e_homo_ev": -12.2,
  "charge": 1,
  "e_lumo_ev": -6.46,
  "e_tot_ev": -37960.21320,
  "species": ["S", "F", "O", "O", "O", "O", "O", "O", "N", "C", "C", "C", "C", "C", "C", "C", "C", "C", "C", "H", "H", "H", "H", "H", "H", "H", "H", "H", "H", "H", "H", "H", "H", "H", "H", "H"],
  "xyz": [[0.35600, 0.46290, 1.84962], [-0.70530, 1.36206, 0.87961], [0.49660, 1.09687, 3.20392], [1.71363, 0.41719, 1.14095], [2.91647, -3.26430, 1.25302], [-1.78507, 0.05881, -1.64268], [1.46518, 1.82626, -1.33826], [2.74428, -1.82859, 3.10686], [-2.44562, -2.74768, 1.75975], [-0.33253, -1.24911, 1.88218], [0.56985, -2.50645, 2.01913], [-1.66885, -3.97293, 1.84614], [-2.65464, 1.17250, -1.46427], [-1.86645, -1.41900, 1.75645], [-2.95571, 1.82206, -2.79953], [3.65619, 2.81931, -1.49868], [2.17209, -2.46728, 2.19311], [2.17904, 2.96703, -1.80343], [-0.09951, -3.92699, 1.98959], [4.05752, 1.91973, -1.97279], [-3.57552, 0.81157, -0.99852], [-3.47118, -2.83123, 1.69425], [-2.03444, 2.16518, -3.27879], [-3.42022, 1.10332, -3.47963], [-2.17855, 1.88328, -0.78247], [2.01744, 3.05121, -2.88033], [-3.62654, 2.67540, -2.67624], [-2.55203, -0.51371, 1.66368], [1.60113, 1.75951, -0.37859], [2.27535, -3.42097, 0.51421], [4.21701, 3.68622, -1.85553], [-0.96851, 0.38786, -2.04681], [3.82051, 2.71286, -0.42229], [-2.20989, -4.98820, 1.82609], [0.52438, -4.88445, 2.06212], [1.76783, 3.85980, -1.32183]],
  "forces_ev_per_a": [[5.9, 3.3, 1.0], [1.7, -2.3, 2.2], [-2.1, -2.4, -4.2], [-5.5, -0.5, 1.6], [-3.3, 1.9, 1.5], [0.1, -0.4, 0.3], [-0.4, -0.2, 0.1], [-3.1, -3.0, -4.1], [3.7, 0.2, 0.2], [-2.8, -3.5, -0.2], [-2.7, -0.9, -0.5], [3.0, 1.9, 0.4], [0.3, 0.2, -0.3], [3.0, -1.9, 0.3], [-0.2, 0.0, -0.1], [0.1, 0.0, -0.1], [3.0, 1.5, 1.9], [0.2, 0.0, 0.3], [-3.0, 3.8, -0.4], [-0.1, 0.1, 0.0], [0.1, -0.1, 0.0], [0.7, 0.1, 0.0], [0.0, 0.1, 0.1], [0.0, 0.1, 0.1], [-0.2, 0.1, -0.1], [-0.1, -0.1, 0.1], [0.1, 0.0, -0.1], [0.9, -1.5, 0.1], [0.1, 0.0, -0.6], [1.0, -0.1, 0.4], [0.0, -0.1, 0.1], [-0.1, 0.0, 0.1], [0.0, 0.1, 0.0], [0.7, 2.0, 0.0], [-1.1, 1.6, -0.1], [0.1, 0.1, -0.1]],
  "lowdin_charge": [0.865, -0.194, -0.243, -0.284, 0.088, -0.108, -0.116, 0.136, 0.078, -0.100, 0.031, 0.075, -0.340, 0.087, -0.079, -0.087, -0.352, -0.313, 0.100, 0.079, 0.108, 0.173, 0.080, 0.081, 0.089, 0.114, 0.081, 0.162, 0.023, 0.124, 0.078, 0.080, 0.075, 0.156, 0.144, 0.111]
}